(1)
The following is a DFT calculation (ωB97M-V/def2-TZVPD) of C18H26CoF5N9OSTe as an isolated structure.

Last column: Löwdin charge in e.
CARTESIAN COORDINATES (ANGSTROEM)
Co  -0.140969  0.339696  0.048800  0.284
N  -0.246377  -2.749114  2.976770  0.084
C  -0.323502  -1.897307  1.936081  -0.779
S  0.170642  -0.261871  2.185882  0.835
N  -0.780096  -2.403332  0.802524  0.033
N  -0.790048  -1.486186  -0.180365  -0.118
C  -1.295767  -1.762979  -1.325308  -0.082
C  -1.284495  -0.678851  -2.304923  -0.269
C  -1.826791  -0.803068  -3.572003  -0.003
C  -1.762274  0.285985  -4.435146  -0.037
C  -1.159273  1.451447  -3.997311  -0.011
C  -0.640878  1.498057  -2.708258  -0.059
N  -0.698961  0.463946  -1.887149  0.072
H  -0.074773  -2.389222  3.897444  0.087
H  -0.666235  -3.657591  2.876829  0.102
H  -1.713853  -2.739566  -1.543524  0.139
H  -2.285072  -1.736477  -3.868851  0.118
H  -2.178969  0.219302  -5.430993  0.113
H  -1.075927  2.325617  -4.626037  0.119
H  -0.170021  2.399292  -2.344292  0.075
C  5.151641  1.773162  0.854089  -0.153
C  3.915143  1.831317  1.713082  -0.171
N  2.779618  1.366168  0.927912  0.019
C  2.834565  0.324495  0.056741  -0.354
N  1.717005  -0.187197  -0.425684  0.003
C  1.858460  -1.258184  -1.412483  -0.199
C  3.089697  -1.086269  -2.271314  -0.153
C  4.287929  -1.078233  -1.362811  -0.156
N  4.076401  -0.105200  -0.305839  -0.017
C  5.296183  0.355033  0.354947  -0.143
H  6.033889  2.065343  1.423689  0.122
H  5.031892  2.460101  0.015177  0.111
H  3.686725  2.855142  2.006681  0.111
H  4.037231  1.223459  2.618145  0.125
H  1.874850  1.492282  1.358749  0.040
H  1.002881  -1.239510  -2.072415  0.082
H  1.862195  -2.237105  -0.915217  0.125
H  3.022470  -0.131871  -2.797982  0.116
H  3.165320  -1.895540  -2.999024  0.120
H  5.189406  -0.789182  -1.906032  0.121
H  4.466026  -2.073909  -0.936799  0.129
H  6.099357  0.289042  -0.379475  0.118
H  5.553711  -0.323453  1.178060  0.128
F  1.532722  4.614640  -2.201170  -0.477
Te  1.529925  3.507990  -0.599839  2.007
F  3.374785  4.116831  -0.512864  -0.453
F  1.712106  4.101168  1.269871  -0.464
F  2.268312  2.126513  -1.969607  -0.502
F  -0.093995  4.619643  -0.405165  -0.485
O  0.310626  2.096902  0.326896  -0.660
C  -1.540746  2.952579  2.050246  -0.009
C  -2.354048  1.992649  1.257329  -0.318
N  -2.018040  0.928461  0.537886  0.030
C  -3.194591  0.361198  0.086841  -0.104
C  -4.250019  1.090033  0.516037  -0.071
N  -3.700450  2.108857  1.254002  0.106
H  -0.739979  2.442905  2.578579  0.059
H  -2.195564  3.436746  2.777889  0.086
H  -1.074746  3.698485  1.408320  0.061
H  -3.218062  -0.538817  -0.497031  0.095
H  -5.308570  0.969268  0.378141  0.111
H  -4.193694  2.844420  1.728536  0.160

Forces on the atoms, in the same order (eV/Å):
Co -0.01 0.11 -0.08
N -0.06 -0.03 0.02
C 0.02 0.04 -0.04
S 0.06 -0.09 0.05
N 0.01 -0.11 0.04
N -0.01 0.24 -0.01
C 0.07 0.03 0.06
C 0.00 -0.10 -0.11
C 0.03 0.08 -0.03
C 0.05 0.01 0.14
C -0.03 -0.09 -0.01
C 0.01 0.25 -0.12
N -0.01 -0.09 0.26
H 0.03 0.00 -0.01
H 0.01 0.00 0.00
H 0.00 -0.01 0.02
H -0.01 0.00 -0.01
H 0.01 0.00 -0.01
H -0.01 -0.01 -0.01
H -0.08 -0.12 -0.01
C 0.02 0.01 -0.02
C -0.11 0.14 0.02
N 0.22 -0.36 0.37
C 0.05 0.05 -0.08
N -0.01 -0.27 0.07
C 0.00 0.10 0.02
C 0.03 0.00 -0.02
C -0.02 0.01 0.00
N 0.03 0.03 -0.02
C -0.01 0.01 -0.01
H 0.00 -0.01 0.01
H 0.01 0.00 0.01
H 0.00 -0.02 0.02
H 0.02 -0.01 -0.01
H -0.10 0.19 -0.24
H -0.09 -0.02 -0.02
H 0.02 -0.01 0.00
H 0.00 -0.01 0.00
H -0.01 0.00 0.00
H 0.00 0.01 0.00
H -0.01 0.00 0.00
H 0.00 0.00 0.00
H -0.01 0.01 0.01
F -0.03 -0.08 0.00
Te -0.27 -0.01 0.48
F 0.01 -0.11 -0.04
F 0.06 0.01 -0.06
F -0.18 0.09 0.10
F 0.07 -0.09 -0.03
O 0.15 0.18 -0.65
C 0.04 -0.01 -0.04
C -0.06 0.00 0.10
N 0.10 0.00 -0.07
C -0.05 0.03 -0.02
C 0.03 0.00 0.03
N 0.01 -0.01 -0.01
H -0.01 -0.01 -0.02
H 0.02 0.02 0.01
H -0.02 0.00 -0.01
H 0.01 0.02 -0.02
H 0.00 0.01 -0.01
H -0.02 -0.01 -0.01

Computed properties:
ΔE to the lowest compared entry with this formula, charge and spin = 1.570 eV
total energy = -103891.1504 eV
HOMO energy (alpha / beta) = -7.016 / -8.367 eV
multiplicity = 2

(2)
The following is a DFT calculation (ωB97M-V/def2-TZVPD) of C18H26CoNO3PS3 as an isolated structure.

Last column: Löwdin charge in e.
CARTESIAN COORDINATES (ANGSTROEM)
Co  -0.357024  0.022207  -0.224389  -0.192
C  1.390997  1.630541  3.555060  -0.051
C  2.101545  1.547253  2.231368  -0.278
C  2.734486  0.371315  1.848344  -0.042
C  3.293169  0.232649  0.584074  -0.284
C  3.885481  -1.079279  0.142466  -0.053
C  3.231556  1.307145  -0.292768  -0.064
C  2.625559  2.503858  0.069008  -0.279
C  2.514532  3.632096  -0.922412  -0.055
C  2.065396  2.607810  1.335967  -0.026
H  2.075115  1.888645  4.368819  0.075
H  0.928110  0.671299  3.793614  0.065
H  0.604647  2.385829  3.522508  0.071
H  2.706190  -0.484847  2.514075  0.109
H  3.480760  -1.904531  0.729861  0.073
H  4.972988  -1.087153  0.257250  0.073
H  3.654482  -1.269957  -0.906795  0.069
H  3.604233  1.186194  -1.305627  0.112
H  3.438439  4.215150  -0.969744  0.073
H  1.704268  4.309721  -0.652079  0.072
H  2.307331  3.247289  -1.921866  0.070
H  1.517729  3.506077  1.602636  0.114
C  -3.639053  0.017400  -4.872625  -0.096
C  -2.762994  -1.161996  -4.511867  -0.340
O  -1.487732  -0.702431  -4.060746  -0.359
P  -1.078239  -0.855382  -2.496141  -0.142
S  0.658825  0.107915  -2.308164  0.355
S  -2.604951  -0.374794  -1.337189  0.321
O  -0.839757  -2.452917  -2.524960  -0.343
C  -0.196417  -3.159545  -1.465150  -0.332
C  0.713759  -4.201313  -2.075652  -0.080
H  -4.611049  -0.326693  -5.236425  0.070
H  -3.169056  0.621087  -5.650792  0.072
H  -3.795449  0.639646  -3.991971  0.053
H  -2.571595  -1.795205  -5.381608  0.111
H  -3.241444  -1.774996  -3.745655  0.083
H  -0.966281  -3.610092  -0.834911  0.113
H  0.370363  -2.463220  -0.843633  0.041
H  0.155481  -4.884948  -2.717675  0.070
H  1.199319  -4.784168  -1.289171  0.072
H  1.484142  -3.716834  -2.676836  0.074
O  -1.038184  1.406015  1.172893  -0.227
N  -1.706710  0.900332  2.186667  -0.209
C  -2.553500  1.734680  2.828604  -0.043
C  -3.258457  1.346431  3.934339  -0.090
C  -3.088659  0.038435  4.397917  -0.104
C  -2.239509  -0.801905  3.727859  -0.109
C  -1.517397  -0.401330  2.581566  -0.673
S  -0.454074  -1.415673  1.713531  0.648
H  -2.602113  2.715699  2.381954  0.130
H  -3.923690  2.049958  4.413613  0.093
H  -3.625755  -0.311056  5.270600  0.095
H  -2.089810  -1.822411  4.052258  0.094

Forces on the atoms, in the same order (eV/Å):
Co -0.02 0.06 0.44
C 0.01 0.01 0.01
C -0.02 -0.01 0.01
C -0.05 -0.03 -0.02
C -0.01 -0.05 0.02
C -0.01 -0.01 0.01
C 0.06 0.05 -0.07
C -0.04 -0.02 -0.02
C 0.00 0.00 0.01
C -0.04 0.03 -0.02
H 0.01 -0.01 -0.02
H 0.00 0.00 0.00
H 0.00 0.00 -0.01
H 0.01 0.01 0.00
H 0.00 0.01 0.01
H 0.00 0.00 -0.01
H 0.00 0.01 0.00
H 0.01 0.01 0.01
H 0.00 -0.01 0.00
H 0.01 0.00 0.01
H 0.00 -0.01 0.01
H 0.01 0.00 0.00
C -0.05 0.03 -0.02
C 0.05 -0.05 -0.02
O 0.01 0.05 0.07
P -0.11 -0.06 -0.49
S -0.06 -0.02 0.13
S 0.10 0.02 0.03
O 0.08 -0.11 -0.05
C -0.08 0.00 0.04
C 0.04 -0.04 0.01
H 0.02 0.00 -0.01
H 0.01 0.00 0.01
H 0.00 0.00 0.00
H -0.02 -0.01 -0.01
H 0.00 0.02 0.02
H 0.00 0.01 0.01
H 0.03 0.01 -0.03
H -0.02 0.01 0.00
H -0.01 0.02 0.00
H 0.00 0.00 0.00
O -0.05 -0.07 0.01
N 0.19 0.07 -0.15
C -0.01 -0.04 0.05
C 0.00 -0.01 0.01
C -0.04 0.04 0.03
C 0.12 -0.11 -0.08
C -0.07 0.06 0.08
S -0.06 0.16 -0.05
H 0.01 0.00 -0.01
H 0.00 -0.01 0.01
H 0.00 -0.01 -0.01
H -0.01 0.01 0.00

Computed properties:
ΔE to the lowest compared entry with this formula, charge and spin = 0.106 eV
total energy = -106146.6965 eV
HOMO energy (alpha / beta) = -3.850 / -3.475 eV
total charge = -1
multiplicity = 3